{
  "formula": "C19H19N3O5S",
  "method": "wB97M-V/def2-TZVPD",
  "e_tot_ev": -45551.065,
  "fmax_ev_per_a": 3.53,
  "orbital_gap_ev": 7.04,
  "smiles": "COCCOc1cc2ncnc(/N=C3/CC(=O)C(SC)=CC3=O)c2cc1OC",
  "e_lumo_ev": -1.61,
  "de_lowest_kcal_mol": 122.4,
  "e_homo_ev": -8.650,
  "elements": ["C", "O", "C", "C", "O", "C", "C", "C", "N", "C", "N", "C", "N", "C", "C", "C", "O", "C", "S", "C", "C", "C", "O", "C", "C", "C", "O", "C", "H", "H", "H", "H", "H", "H", "H", "H", "H", "H", "H", "H", "H", "H", "H", "H", "H", "H", "H"],
  "positions_angstrom": [[2.04, 5.36, -0.56], [3.22, 4.64, -0.15], [3.05, 3.98, 1.07], [2.51, 2.56, 0.95], [2.25, 1.98, 2.25], [1.41, 0.88, 2.27], [1.96, -0.37, 2.53], [1.21, -1.55, 2.35], [1.81, -2.71, 2.54], [1.10, -3.85, 2.37], [-0.19, -3.84, 2.02], [-0.78, -2.66, 1.80], [-2.11, -2.77, 1.39], [-2.34, -3.05, 0.14], [-3.78, -3.07, -0.17], [-4.09, -4.18, -1.17], [-5.07, -4.86, -1.00], [-3.17, -4.36, -2.33], [-3.71, -5.20, -3.77], [-3.29, -6.92, -3.19], [-1.88, -3.89, -2.22], [-1.37, -3.22, -0.99], [-0.25, -2.72, -1.00], [-0.13, -1.43, 1.97], [-0.72, -0.15, 1.78], [0.05, 1.00, 1.92], [-0.53, 2.27, 1.76], [-0.97, 2.87, 2.99], [1.12, 4.89, -0.20], [2.07, 6.36, -0.17], [1.96, 5.42, -1.65], [4.01, 3.99, 1.57], [2.39, 4.56, 1.72], [3.25, 1.95, 0.39], [1.62, 2.61, 0.35], [2.99, -0.45, 2.85], [1.56, -4.82, 2.47], [-4.43, -3.24, 0.73], [-4.04, -2.08, -0.58], [-3.63, -7.61, -3.98], [-2.22, -7.00, -2.97], [-3.83, -7.20, -2.28], [-1.18, -3.97, -3.04], [-1.76, -0.12, 1.44], [-2.00, 2.56, 3.18], [-0.32, 2.66, 3.84], [-0.94, 3.99, 2.88]]
}